A structure of composition C27H45FNORbSi. Source: the Open Molecules 2025 dataset; level of theory: the ωB97M-V functional and the def2-TZVPD basis.

Values from the calculation:
- ΔE to the lowest compared entry with this formula, charge and spin: 65.2 kcal per mole
- Orbital gap: 5.183 eV
- HOMO level: -1.1 eV
- Charge: -2
- LUMO: 4.129 eV

Each line ends with the Löwdin charge.
CARTESIAN COORDINATES (ANGSTROEM)
Rb 1.435 -20.329 1.681  0.852
C 4.051 -21.997 2.834  -0.101
C 4.566 -21.005 1.949  -0.261
C 4.431 -21.548 0.626  -0.157
C 3.848 -22.843 0.754  -0.060
C 3.516 -23.070 2.092  -0.280
C 2.897 -24.288 2.657  -0.616
C 2.503 -25.161 1.525  -0.082
C 1.701 -23.881 3.496  -0.046
C 3.870 -25.075 3.592  -0.058
C 4.688 -20.922 -0.813  -0.571
C 6.210 -20.853 -1.072  -0.066
C 4.008 -19.567 -0.885  -0.055
C 4.154 -21.831 -1.845  -0.092
C 5.479 -20.081 2.637  -0.541
C 5.710 -18.789 1.807  -0.082
C 6.900 -20.692 2.983  -0.047
C 4.892 -19.560 3.989  -0.068
H 3.915 -21.861 3.856  0.068
H 3.556 -23.450 -0.074  0.073
H 1.743 -24.544 0.933  0.125
H 2.007 -26.071 1.824  0.069
H 3.320 -25.427 0.863  0.078
H 0.990 -23.163 2.933  0.113
H 2.027 -23.366 4.394  0.076
H 1.245 -24.838 3.642  0.062
H 4.736 -25.481 3.096  0.054
H 3.408 -25.889 4.209  0.065
H 4.278 -24.332 4.486  0.124
H 6.878 -20.303 -0.266  0.097
H 6.354 -20.438 -2.063  0.056
H 6.601 -21.872 -1.105  0.072
H 4.190 -18.996 -0.011  0.027
H 2.871 -19.658 -1.047  0.103
H 4.347 -18.984 -1.749  0.081
H 4.589 -22.837 -1.782  0.088
H 4.415 -21.364 -2.805  0.087
H 3.070 -21.811 -1.657  0.092
H 5.977 -18.966 0.777  0.028
H 6.554 -18.080 2.191  0.104
H 4.838 -18.138 1.725  0.072
H 7.175 -21.054 1.975  0.069
H 6.777 -21.626 3.596  0.085
H 7.617 -20.014 3.488  0.067
H 3.934 -18.999 3.823  0.093
H 5.611 -18.871 4.589  0.102
H 4.700 -20.395 4.606  0.034
C 0.090 -17.875 -0.347  -0.217
Si -1.150 -17.422 0.951  0.285
C -1.462 -15.628 0.642  -0.208
C -2.705 -18.411 0.538  -0.175
N -0.560 -17.833 2.509  -0.058
C -1.016 -17.955 3.751  -0.370
C -2.070 -17.229 4.359  -0.069
C -2.524 -17.517 5.653  -0.172
C -1.788 -18.254 6.546  -0.158
C -0.582 -18.863 6.026  -0.054
C -0.318 -18.832 4.685  -0.191
F 0.829 -19.484 4.180  -0.130
H -0.086 -17.352 -1.370  0.062
H 0.128 -18.954 -0.372  -0.038
H 1.099 -17.469 -0.113  0.026
H -1.711 -15.407 -0.418  0.029
H -0.561 -15.091 0.987  0.027
H -2.262 -15.302 1.262  -0.011
H -3.056 -18.399 -0.480  0.004
H -3.601 -18.136 1.210  0.042
H -2.514 -19.444 0.784  0.006
H -2.595 -16.583 3.640  0.092
H -3.471 -17.018 6.016  0.097
H -2.054 -18.518 7.548  0.061
H 0.061 -19.528 6.567  0.093
C -0.640 -21.824 -0.974  -0.471
O -0.653 -21.577 0.363  -0.542
H -0.551 -20.948 -1.837  0.061
H -1.528 -22.506 -1.235  0.052
H 0.341 -22.165 -1.150  -0.008



A cluster of 6 separate species, C27H45IN3O17PS in total. Source: the Open Molecules 2025 dataset; level of theory: the ωB97M-V functional and the def2-TZVPD basis.

Values from the calculation:
- Orbital gap: 6.803 eV
- SMILES string: CC(=O)NCCCCc1cc(P(O)I)cc2nsnc12.COC(=O)OC.COC(=O)OC.COC(=O)OC.COC(=O)OC.COC(=O)OC
- HOMO level: -8.6 eV
- LUMO: -1.758 eV

Each line ends with the Löwdin charge.
CARTESIAN COORDINATES (ANGSTROEM)
C -3.073 0.856 5.300  -0.010
C -4.082 0.769 4.033  -0.404
O -5.337 0.725 4.144  0.020
N -3.507 0.792 2.676  -0.019
C -3.007 -0.548 2.227  -0.192
C -1.394 -0.576 2.331  -0.196
C -0.687 0.754 1.749  -0.191
C -0.554 0.592 0.153  -0.164
C -1.474 1.577 -0.707  -0.092
C -2.140 2.878 -0.218  -0.005
C -3.006 3.800 -1.198  -0.388
P -3.830 5.421 -0.666  0.469
O -3.420 5.751 0.981  -0.438
I -6.299 5.190 -0.649  0.302
C -3.220 3.403 -2.702  -0.021
C -2.544 2.080 -3.197  -0.254
N -2.622 1.551 -4.548  -0.278
S -1.656 0.143 -4.472  0.947
N -1.090 -0.006 -2.868  -0.243
C -1.686 1.178 -2.235  -0.211
H -3.308 0.009 6.051  0.092
H -1.986 0.740 4.955  0.064
H -3.146 1.897 5.800  0.098
H -4.133 1.226 1.985  0.118
H -3.479 -1.339 2.927  0.128
H -3.344 -0.819 1.152  0.130
H -1.133 -0.667 3.453  0.096
H -0.983 -1.549 1.851  0.118
H 0.395 0.732 2.166  0.103
H -1.167 1.727 2.099  0.089
H 0.525 0.697 -0.240  0.120
H -0.913 -0.482 -0.096  0.114
H -2.013 3.219 0.862  0.088
H -3.249 6.728 0.991  0.046
H -3.850 4.045 -3.414  0.099
C 1.653 -1.423 -2.943  -0.066
O 3.071 -1.569 -3.049  -0.039
C 3.695 -1.759 -1.873  -0.581
O 3.163 -1.812 -0.789  0.114
O 5.010 -1.880 -2.113  0.006
C 5.803 -2.088 -0.944  -0.036
H 1.256 -1.275 -3.948  0.083
H 1.203 -2.326 -2.524  0.107
H 1.400 -0.549 -2.341  0.071
H 5.518 -3.017 -0.445  0.102
H 5.714 -1.240 -0.261  0.095
H 6.844 -2.171 -1.257  0.097
C 0.351 0.649 9.511  -0.047
O 0.380 -0.763 9.706  0.000
C -0.481 -1.445 8.931  -0.596
O -1.239 -0.966 8.122  0.110
O -0.350 -2.752 9.214  0.000
C -1.211 -3.603 8.459  -0.047
H 1.083 1.095 10.186  0.094
H 0.628 0.902 8.485  0.098
H -0.635 1.052 9.756  0.098
H -0.996 -3.519 7.391  0.098
H -2.259 -3.370 8.662  0.098
H -1.020 -4.631 8.769  0.094
C -2.564 3.570 -6.600  -0.056
O -1.488 4.391 -7.055  0.002
C -1.876 5.511 -7.688  -0.598
O -3.017 5.853 -7.888  0.120
O -0.773 6.184 -8.059  -0.004
C -1.037 7.404 -8.748  -0.050
H -2.135 2.696 -6.105  0.037
H -3.180 4.109 -5.876  0.087
H -3.170 3.227 -7.443  0.104
H -1.591 8.095 -8.109  0.098
H -1.581 7.214 -9.676  0.098
H -0.078 7.860 -8.998  0.093
C -1.036 -6.417 -6.400  -0.049
O -0.427 -5.596 -5.406  -0.005
C 0.816 -5.185 -5.716  -0.596
O 1.419 -5.451 -6.727  0.124
O 1.268 -4.426 -4.702  -0.005
C 2.588 -3.916 -4.895  -0.032
H -2.031 -6.688 -6.045  0.093
H -1.142 -5.870 -7.340  0.098
H -0.461 -7.334 -6.549  0.099
H 2.627 -3.269 -5.774  0.110
H 3.308 -4.733 -4.983  0.106
H 2.849 -3.322 -4.019  0.066
C 6.486 -2.045 5.527  -0.049
O 5.157 -1.754 5.099  -0.003
C 5.046 -1.495 3.784  -0.596
O 5.950 -1.493 2.982  0.115
O 3.755 -1.239 3.518  0.002
C 3.488 -0.945 2.146  -0.047
H 6.456 -2.237 6.600  0.094
H 6.865 -2.939 5.026  0.098
H 7.145 -1.193 5.347  0.098
H 3.747 -1.794 1.512  0.076
H 4.028 -0.048 1.833  0.103
H 2.418 -0.755 2.046  0.081



A structure of composition C27H45N4OP2Pr. Source: the Open Molecules 2025 dataset; level of theory: the ωB97M-V functional and the def2-TZVPD basis.

Values from the calculation:
- Spin multiplicity: 3
- ΔE to the lowest compared entry with this formula, charge and spin: 5.4 kcal per mole
- Orbital gap (spin up / spin down): 7.295 / 7.431 eV
- ⟨S²⟩: 2.0047
- HOMO level (spin up / spin down): -13.7 / -13.7 eV
- Charge: +2
- LUMO (spin up / spin down): -6.397 / -6.288 eV

Each line ends with the Mulliken spin population.
CARTESIAN COORDINATES (ANGSTROEM)
Pr 0.055 0.078 -0.634  2.035
P -0.095 -1.963 -2.562  -0.007
P 0.204 2.909 -0.439  0.000
N 1.260 0.916 -2.883  0.000
C 1.526 -1.567 -3.373  0.000
H 2.226 -2.386 -3.139  0.000
H 1.328 -1.615 -4.459  0.000
C 2.223 -0.207 -3.048  0.004
H 2.827 -0.312 -2.137  -0.001
H 2.917 0.050 -3.863  0.000
C 1.833 2.311 -2.828  -0.003
H 1.233 2.947 -3.508  0.000
H 2.880 2.305 -3.185  0.000
C 1.814 2.925 -1.398  0.002
H 2.166 3.972 -1.405  0.000
H 2.517 2.340 -0.779  0.000
C 0.270 3.344 1.383  -0.008
C 0.497 2.066 2.214  0.009
H 1.485 1.621 2.067  0.000
H -0.264 1.305 1.977  -0.002
H 0.369 2.250 3.290  0.000
C -0.975 3.966 -1.317  0.001
C -2.440 3.674 -0.944  0.000
H -3.058 3.762 -1.845  0.000
H -2.845 4.363 -0.192  0.000
H -2.586 2.646 -0.594  0.000
C -1.443 -2.373 -3.718  -0.001
C -2.721 -2.889 -3.046  0.000
H -3.555 -2.748 -3.741  0.000
H -2.969 -2.308 -2.153  0.000
H -2.698 -3.949 -2.765  0.000
C 0.139 -3.378 -1.381  -0.002
C -0.974 -3.542 -0.336  -0.001
H -0.596 -4.139 0.505  0.000
H -1.860 -4.045 -0.741  0.000
H -1.326 -2.595 0.094  -0.001
C -2.367 -0.075 0.140  0.008
C -0.501 5.422 -1.188  0.000
H 0.353 5.546 -0.503  0.000
H -0.154 5.775 -2.167  0.000
H -1.304 6.092 -0.856  0.000
C -0.952 -3.182 -4.922  -0.001
H -1.687 -3.930 -5.235  0.000
H -0.777 -2.488 -5.750  0.000
H 0.003 -3.700 -4.760  0.000
C 0.420 -4.687 -2.112  0.000
H 0.626 -5.477 -1.380  0.000
H -0.434 -5.016 -2.720  0.000
H 1.295 -4.617 -2.769  0.000
C -0.959 4.055 1.963  0.000
H -1.876 3.467 1.848  0.000
H -0.818 4.208 3.040  0.000
H -1.141 5.045 1.529  0.000
H 1.144 4.008 1.490  0.000
H 1.042 -3.094 -0.819  0.001
H -0.852 3.657 -2.369  -0.001
H -1.704 -1.372 -4.096  0.000
O -3.490 -0.185 0.447  0.005
H 0.637 0.906 -3.706  0.001
H -1.434 0.679 -2.015  -0.043
N -1.033 -0.008 9.219  0.000
C -0.664 -0.291 8.143  0.000
C -0.210 -0.644 6.817  0.000
C -1.094 -0.664 5.732  0.000
C -0.651 -0.974 4.439  0.001
C 0.713 -1.256 4.246  -0.001
C 1.595 -1.274 5.332  0.000
C 1.134 -0.973 6.609  0.000
N 1.241 -1.439 2.947  0.000
C 2.597 -1.362 2.611  0.000
C 2.665 -1.266 1.261  0.003
N 1.386 -1.343 0.740  0.000
C 0.540 -1.391 1.793  0.010
H -2.144 -0.432 5.906  0.000
H -1.362 -0.985 3.613  0.000
H 2.647 -1.525 5.196  0.000
H 1.821 -0.997 7.450  0.000
H 3.382 -1.276 3.358  0.000
H 3.545 -1.179 0.645  0.000
H -0.540 -1.492 1.733  -0.006



A structure of composition C27H45NO2P2Tm. Source: the Open Molecules 2025 dataset; level of theory: the ωB97M-V functional and the def2-TZVPD basis.

Values from the calculation:
- Spin multiplicity: 3
- Orbital gap (spin up / spin down): 7.168 / 7.210 eV
- ⟨S²⟩: 2.0026
- HOMO level (spin up / spin down): -10.7 / -10.7 eV
- Charge: +1
- LUMO (spin up / spin down): -3.550 / -3.508 eV

Each line ends with the Mulliken spin population.
CARTESIAN COORDINATES (ANGSTROEM)
Tm 0.898 1.068 1.612  2.031
C 2.864 2.445 1.076  -0.004
C 1.884 3.096 0.239  0.000
C 1.190 3.323 2.438  -0.017
C 2.459 2.623 2.439  -0.004
C 0.847 3.612 1.090  0.005
C 4.166 1.933 0.600  -0.004
H 4.123 1.538 -0.429  0.000
H 4.518 1.089 1.209  0.000
H 4.943 2.717 0.649  0.000
C 3.090 2.067 3.648  0.002
H 3.907 1.375 3.388  0.000
H 2.378 1.520 4.307  0.000
H 3.530 2.864 4.253  0.000
C 0.366 3.596 3.648  -0.001
H 0.804 4.486 4.133  0.000
H 0.369 2.769 4.391  0.000
H -0.684 3.825 3.389  0.000
C -0.313 4.420 0.645  0.001
H -0.056 5.496 0.672  0.000
H -1.190 4.283 1.300  0.000
H -0.646 4.201 -0.384  0.000
C 2.024 3.356 -1.217  0.001
H 2.439 4.374 -1.378  0.000
H 1.062 3.319 -1.762  0.000
H 2.706 2.644 -1.717  0.000
C 1.068 -1.188 0.769  -0.014
C 1.855 -0.481 -0.091  0.006
C 1.448 -0.179 -1.500  0.002
C -0.034 0.275 -1.695  -0.001
C -0.664 1.205 -0.686  -0.007
C -1.399 0.797 0.403  0.009
C -1.552 -0.667 0.780  -0.003
C -0.336 -1.644 0.606  0.004
H 1.629 -1.129 -2.039  0.000
H -0.655 -0.630 -1.803  0.000
H 2.152 0.549 -1.943  0.000
H -0.347 -2.104 -0.388  0.000
H 1.412 -1.343 1.793  0.001
H 2.892 -0.272 0.178  -0.002
H -0.437 -2.447 1.363  0.000
H -1.933 -0.755 1.818  0.000
H -1.920 1.520 1.033  0.000
H -2.352 -1.075 0.137  0.000
H -0.071 0.795 -2.670  0.000
H -0.631 2.256 -0.945  0.000
P -2.391 -2.750 -3.081  0.000
C -2.042 -4.419 -2.353  0.000
C -1.982 -3.116 -4.850  0.000
P -5.033 -1.190 -3.070  0.000
C -4.249 -2.881 -3.197  0.000
C -5.572 -0.999 -4.833  0.000
C -6.657 -1.695 -2.336  0.000
H -2.388 -4.426 -1.311  0.000
H -0.958 -4.585 -2.363  0.000
H -2.547 -5.215 -2.914  0.000
H -2.451 -4.048 -5.187  0.000
H -0.891 -3.200 -4.941  0.000
H -2.317 -2.278 -5.474  0.000
H -7.138 -2.489 -2.919  0.000
H -7.312 -0.816 -2.292  0.000
H -6.480 -2.041 -1.310  0.000
H -4.605 -3.496 -2.353  0.000
H -4.536 -3.336 -4.160  0.000
H -6.209 -0.108 -4.906  0.000
H -6.126 -1.878 -5.185  0.000
H -4.685 -0.840 -5.459  0.000
O 4.486 -1.049 1.340  0.000
C 3.961 -1.052 2.454  0.001
C 4.476 -1.731 3.672  0.000
C 3.253 -1.796 4.618  0.000
C 2.238 -0.883 4.020  -0.001
O 1.121 -0.530 4.460  -0.001
N 2.741 -0.448 2.809  -0.002
H 4.848 -2.725 3.399  0.000
H 5.304 -1.141 4.119  0.000
H 2.820 -2.814 4.595  0.000
H 3.519 -1.540 5.654  0.000



A structure of composition C27H45OSi4SnTe. Source: the Open Molecules 2025 dataset; level of theory: the ωB97M-V functional and the def2-TZVPD basis.

Values from the calculation:
- ΔE to the lowest compared entry with this formula, charge and spin: 20.4 kcal per mole
- Orbital gap (spin up / spin down): 3.962 / 3.963 eV
- HOMO level (spin up / spin down): -1.7 / -1.7 eV
- Charge: -1
- LUMO (spin up / spin down): 2.250 / 2.250 eV

Each line ends with the Löwdin charge.
CARTESIAN COORDINATES (ANGSTROEM)
C -1.742 0.163 1.608  -0.341
C -1.919 1.553 1.281  -0.315
C -2.893 1.641 0.242  -0.306
H -1.506 2.397 1.849  0.074
C -3.354 0.280 -0.029  -0.380
C -2.614 -0.598 0.820  -0.210
H -2.670 -1.687 0.840  0.090
H -1.024 -0.261 2.328  0.035
H -3.281 2.531 -0.223  0.064
H -4.294 0.027 -0.522  0.075
C 0.963 0.243 -2.937  -0.297
C 1.694 -0.113 -1.763  -0.419
C 1.226 -1.433 -1.356  -0.270
H 2.660 0.352 -1.485  0.038
C 0.210 -1.830 -2.216  -0.212
C 0.030 -0.800 -3.225  -0.398
H -0.425 -0.966 -4.190  0.075
H 1.006 1.201 -3.438  0.072
H 1.587 -1.947 -0.467  0.050
H -0.352 -2.760 -2.142  0.083
Sn -1.655 0.519 -1.871  1.342
O -3.759 0.725 -3.695  -0.232
C -4.283 2.089 -3.826  -0.091
C -5.188 0.929 -4.086  -0.210
H -4.390 2.615 -2.879  0.105
H -3.912 2.638 -4.693  0.116
H -5.892 0.658 -3.299  0.145
H -7.688 0.464 -4.936  0.110
C -6.972 0.428 -5.758  -0.040
C -5.600 0.614 -5.459  -0.180
C -4.676 0.600 -6.522  -0.024
H -3.615 0.753 -6.317  0.119
C -5.109 0.365 -7.830  -0.083
H -4.374 0.324 -8.641  0.103
C -6.472 0.183 -8.112  -0.097
H -6.803 0.008 -9.139  0.098
C -7.407 0.229 -7.064  -0.095
H -8.473 0.107 -7.278  0.101
C 4.708 -1.108 -0.116  -0.212
Si 4.387 0.136 1.276  0.338
C 5.689 -0.112 2.616  -0.238
C 4.484 1.903 0.609  -0.239
Si 2.197 -0.253 2.221  0.146
Te 0.809 0.938 0.511  0.845
Si 1.984 -2.541 3.096  0.382
C 3.181 -2.724 4.542  -0.224
C 0.193 -2.760 3.638  -0.229
C 2.389 -3.776 1.728  -0.228
Si 1.669 1.412 3.879  0.309
C 2.913 1.252 5.293  -0.240
C 1.773 3.165 3.173  -0.255
C -0.043 1.171 4.652  -0.214
H 5.712 -0.934 -0.534  0.027
H 4.004 -1.058 -0.955  0.004
H 4.674 -2.136 0.268  0.008
H 6.689 0.069 2.186  0.022
H 5.549 0.580 3.458  0.010
H 5.666 -1.141 3.002  0.009
H 3.710 2.105 -0.143  -0.006
H 4.374 2.658 1.400  0.011
H 5.465 2.066 0.131  0.023
H 2.944 -2.014 5.347  0.012
H 3.117 -3.747 4.953  0.026
H 4.218 -2.548 4.221  0.012
H -0.478 -2.611 2.778  0.024
H 0.018 -3.778 4.025  0.025
H -0.088 -2.043 4.422  0.012
H 1.677 -3.674 0.895  0.019
H 3.402 -3.626 1.330  0.010
H 2.317 -4.811 2.105  0.026
H 3.944 1.424 4.955  0.008
H 2.677 2.004 6.063  0.021
H 2.862 0.260 5.762  0.007
H 1.107 3.341 2.317  -0.021
H 1.490 3.879 3.964  0.022
H 2.792 3.423 2.855  0.008
H -0.875 1.323 3.951  0.007
H -0.147 0.162 5.073  0.010
H -0.188 1.880 5.483  0.028



Ordered F_max results: 0.0768 0.1183 0.1131 0.0414 0.0545; unit hartree/bohr.